# 1
This record from OMol25 describes a molecular structure, C18H30N3O4PPdS. The level of theory is ωB97M-V/def2-TZVPD.

Cartesian coordinates (Å):
Pd1 -0.35128 -0.12039 -0.16388
O1 -3.64068 0.78582 2.88529
C1 -2.65014 0.49147 2.18144
O2 -2.63193 0.00723 1.02728
C2 -1.27859 0.82213 2.82105
C3 -1.26725 1.14876 4.17258
C4 -0.05538 1.38029 4.79807
C5 1.10876 1.28052 4.05633
C6 1.03078 0.94920 2.70654
N1 -0.14926 0.73324 2.10399
C7 2.37862 0.81671 1.93416
O3 3.37469 1.23752 2.56633
O4 2.34339 0.29001 0.79954
H1 -2.21733 1.20222 4.68246
H2 -0.01828 1.63315 5.85278
H3 2.09013 1.45775 4.46810
C8 -2.89478 1.32057 -1.92862
N2 -1.45130 1.15217 -1.90922
C9 -0.65458 1.97499 -1.13100
N3 0.70828 1.82015 -1.44693
S1 -1.23905 3.35547 -0.32261
H4 -3.30786 0.56413 -2.60062
H5 -3.17213 2.32283 -2.26915
H6 -3.28714 1.15930 -0.92771
H7 -1.02591 0.91429 -2.78826
H8 0.96849 0.81852 -1.25491
H9 1.25415 2.39640 -0.81918
C10 -2.09069 -3.12005 -1.26395
C11 -0.64276 -3.57865 -1.04319
C12 -0.63425 -5.03204 -0.55510
P1 0.31103 -2.28232 -0.07254
C13 2.08067 -2.59441 -0.56992
C14 2.38842 -1.82918 -1.85732
C15 2.58244 -4.03295 -0.72444
C16 0.24433 -2.75836 1.73481
C17 -1.21655 -2.73939 2.21395
C18 0.98368 -3.97770 2.29095
H10 -2.53220 -3.62581 -2.13143
H11 -2.14166 -2.04115 -1.40967
H12 -2.70655 -3.35183 -0.38951
H13 -0.13338 -3.54772 -2.01466
H14 -1.15089 -5.12115 0.40144
H15 0.36979 -5.43417 -0.43413
H16 -1.16645 -5.67287 -1.27025
H17 2.62655 -2.07987 0.22883
H18 1.86280 -2.26956 -2.71368
H19 3.46339 -1.86049 -2.07243
H20 2.08672 -0.78852 -1.76726
H21 2.15254 -4.49637 -1.61983
H22 2.35179 -4.66956 0.12496
H23 3.67157 -4.03409 -0.85522
H24 0.72849 -1.87245 2.15472
H25 -1.70127 -3.70346 2.02707
H26 -1.80043 -1.95339 1.72673
H27 -1.25822 -2.55441 3.29203
H28 0.66856 -4.91280 1.82424
H29 0.77158 -4.06108 3.36349
H30 2.06582 -3.88332 2.18346

Charge ... -2
Energy above the lowest of the compared OMol25 structures with the same formula, charge and spin ... 19.05 kcal/mol
Frontier orbital gap ... 5.331 eV
E ... -2036.631442 hartree
LUMO energy ... 4.7 eV

=====

# 2
This record from OMol25 describes 3 unconnected molecules or ions with the total composition C17H18O13S in a non-equilibrium geometry. The level of theory is ωB97M-V/def2-TZVPD.

Cartesian coordinates (Å):
C1 3.78865 2.11197 0.21947
C2 3.17072 1.41658 -0.95055
O1 3.12651 1.83676 -2.07317
O2 2.68408 0.16347 -0.63524
C3 1.28688 -0.04477 -0.87373
C4 0.49739 -0.05789 0.42531
C5 0.23314 1.31629 1.05748
O3 0.24326 2.38941 0.11133
S1 -1.23382 2.85055 -0.41727
O4 -0.93374 3.92546 -1.31809
O5 -1.70155 1.64427 -1.45360
H1 4.27399 3.01973 -0.12385
H2 4.53447 1.44949 0.65935
H3 3.02124 2.32869 0.95846
H4 1.18023 -1.02665 -1.33834
H5 0.90814 0.67793 -1.59484
H6 -0.44826 -0.56626 0.21717
H7 1.04595 -0.65447 1.15458
H8 -0.71042 1.29886 1.61272
H9 1.00771 1.54577 1.78695
H10 -1.80736 0.84182 -0.91755
C6 5.35958 -3.10958 2.44882
C7 5.62668 -4.42113 2.37306
C8 5.13118 -5.28174 1.23334
O6 5.44434 -6.45734 1.25946
C9 4.33028 -4.66780 0.19377
C10 4.06589 -3.35545 0.26764
C11 4.56549 -2.49794 1.40440
O7 4.24329 -1.32640 1.35375
O8 3.36297 -2.68445 -0.63094
O9 6.33683 -5.08014 3.27405
H11 5.70619 -2.48770 3.26190
H12 3.97898 -5.29147 -0.61576
H13 3.37794 -1.73991 -0.35273
H14 6.37395 -6.00656 2.96464
C12 -6.64115 3.22598 -0.27598
C13 -7.75040 2.49359 -0.44025
C14 -7.75277 1.21255 -1.23344
O10 -8.80935 0.61228 -1.30865
C15 -6.51740 0.78074 -1.85116
C16 -5.40106 1.50994 -1.69613
C17 -5.39421 2.78866 -0.87685
O11 -4.34894 3.40004 -0.75141
O12 -4.24576 1.15693 -2.24060
O13 -8.92911 2.81530 0.07128
H15 -6.63076 4.14425 0.29362
H16 -6.53452 -0.13156 -2.43043
H17 -3.57067 1.82414 -1.99921
H18 -9.54469 2.10777 -0.20279

Charge ... 0
Frontier orbital gap ... 8.212 eV
E ... -2034.878930 hartree
LUMO energy ... -1.5 eV

=====

# 3
This record from OMol25 describes 9 unconnected molecules or ions with the total composition C50H122F2N8O12S2 in a non-equilibrium geometry. The level of theory is ωB97M-V/def2-TZVPD.

Cartesian coordinates (Å):
N1 1.63787 2.44676 2.06143
S1 0.69351 3.54845 1.53707
O1 -0.32550 3.77542 2.63635
O2 0.44136 3.65511 0.14414
F1 1.74140 4.70742 1.60416
S2 1.32141 0.81402 2.18653
O3 1.32289 0.29208 0.88407
O4 0.09961 0.76778 2.89521
F2 2.47347 0.40485 2.99086
C1 10.92628 -9.30946 -0.32155
C2 9.91832 -8.53418 -1.12839
C3 9.34283 -6.32674 0.27302
N2 8.38183 -5.56332 -0.39306
C4 7.06621 -6.46496 -0.56880
C5 8.87417 -4.94388 -1.80143
C6 8.11962 -3.48503 -1.83361
C7 7.56768 -3.09375 -0.40413
C8 8.12283 -4.32839 0.50642
H1 10.62954 -9.39261 0.52148
H2 11.89514 -8.62175 -0.51470
H3 11.33626 -10.13544 -0.80435
H4 8.95642 -8.36669 -0.64449
H5 10.17306 -8.18112 -2.25437
H6 10.42585 -6.14078 0.20175
H7 8.96609 -6.83905 1.12456
H8 6.98797 -7.07448 -1.46579
H9 6.28436 -5.70838 -0.60562
H10 6.91532 -7.02854 0.35513
H11 8.63544 -5.64453 -2.57377
H12 9.89251 -4.64442 -1.66463
H13 7.31445 -3.77234 -2.50808
H14 9.07132 -2.99555 -2.07606
H15 6.39391 -3.59858 -0.09428
H16 8.04228 -2.20782 0.22536
H17 7.41470 -4.52742 1.27114
H18 9.05515 -4.12257 1.02501
C9 -4.31464 3.77050 7.71697
O5 -4.19222 4.35287 6.37118
C10 -4.52707 5.72755 6.28492
C11 -4.61073 5.92304 4.79765
N3 -3.44347 5.23700 4.14782
H19 -2.62402 5.85569 4.16468
H20 -3.12657 4.48733 4.76333
C12 -3.66976 4.70489 2.69860
C13 -4.54957 3.44972 2.63612
O6 -5.93836 3.79466 2.67211
C14 -6.69599 2.77168 3.31165
H21 -5.32672 3.92066 8.15133
H22 -3.54916 4.24230 8.38568
H23 -4.14672 2.72480 7.54776
H24 -3.74244 6.32404 6.69143
H25 -5.50415 5.97407 6.81511
H26 -4.64556 6.96206 4.39508
H27 -5.48094 5.26910 4.51749
H28 -2.68911 4.34210 2.27163
H29 -4.09404 5.51485 2.13725
H30 -4.26350 2.70644 3.39091
H31 -4.34638 2.95199 1.63573
H32 -7.78068 3.00982 3.37166
H33 -6.30288 2.62363 4.32190
H34 -6.78819 1.90315 2.68776
C15 -10.75970 2.96164 -3.52053
O7 -11.13829 4.22602 -3.25916
C16 -12.30564 4.79813 -3.72029
C17 -13.23287 5.17945 -2.57222
N4 -13.72416 3.87865 -1.92476
H35 -14.74437 3.87573 -1.97955
H36 -13.35436 3.04668 -2.40853
C18 -13.54130 3.75019 -0.40261
C19 -13.75871 2.38894 0.10242
O8 -12.83215 1.47005 -0.35836
C20 -13.00745 0.04629 -0.10630
H37 -9.69800 2.98987 -4.18076
H38 -11.40958 2.31365 -4.16987
H39 -10.04212 2.70953 -2.71611
H40 -12.76676 4.15330 -4.49628
H41 -11.98914 5.84699 -4.09975
H42 -14.04542 5.76934 -2.91697
H43 -12.66863 5.66003 -1.78097
H44 -14.31804 4.34514 0.12454
H45 -12.53188 3.97998 -0.13334
H46 -14.75695 1.86603 0.05196
H47 -13.72854 2.30557 1.20945
H48 -13.13438 -0.18578 0.97734
H49 -12.16520 -0.42599 -0.56678
H50 -14.06939 -0.23569 -0.35726
C21 2.52951 -13.90040 3.87712
O9 1.62083 -13.40373 4.50466
C22 0.41498 -14.29713 4.83270
C23 -0.68046 -13.36647 5.37278
N5 -1.83148 -12.78862 4.52993
H51 -1.51519 -11.94544 4.07459
H52 -2.13199 -13.49257 3.85006
C24 -3.05162 -12.49684 5.34846
C25 -3.63553 -11.08052 5.31198
O10 -2.49421 -10.13433 5.76201
C26 -2.59212 -8.77716 5.73009
H53 3.21885 -12.96920 3.43317
H54 2.36717 -14.85701 3.27374
H55 3.56477 -13.49351 4.56126
H56 0.74441 -14.78498 5.80125
H57 0.20757 -15.04550 3.99139
H58 -0.12850 -12.57690 5.89192
H59 -1.17295 -14.05380 6.06754
H60 -2.83025 -12.75018 6.40689
H61 -3.79307 -13.13768 4.86962
H62 -4.27998 -11.16451 6.18843
H63 -4.01228 -10.66801 4.37134
H64 -3.52273 -8.32674 5.28929
H65 -1.47743 -8.47883 5.46148
H66 -2.17085 -8.24092 6.73679
C27 4.77114 0.57310 7.94351
O11 4.78182 0.93054 6.52608
C28 5.84930 1.86681 6.31383
C29 5.60027 2.44947 4.90935
N6 4.13002 2.68253 4.67411
H67 4.03878 3.07653 3.71109
H68 3.66552 1.78313 4.91738
C30 3.38036 3.79612 5.51403
C31 4.17814 5.04987 5.48081
O12 4.27864 5.22667 4.11789
C32 5.12871 6.38914 3.75233
H69 4.29269 1.33114 8.61933
H70 5.74156 0.28926 8.38040
H71 4.25778 -0.38367 7.92407
H72 6.85292 1.45875 6.46555
H73 5.76762 2.72610 7.01129
H74 6.04148 1.78770 4.15253
H75 6.21137 3.36406 4.79679
H76 3.25866 3.48800 6.56189
H77 2.45184 3.96986 4.97819
H78 5.18581 5.04471 5.96357
H79 3.55487 5.84302 5.92830
H80 6.01839 6.15666 4.32312
H81 4.71625 7.32303 4.21914
H82 5.16547 6.52313 2.68055
C33 2.22557 9.87399 -6.66902
C34 2.66967 8.58531 -5.87320
C35 3.56841 8.90443 -4.70859
N7 4.23233 7.63881 -4.09649
C36 5.06318 8.12322 -2.88077
C37 5.51192 7.03036 -1.91624
C38 4.26232 6.25590 -1.41484
C39 3.70311 5.57189 -2.63484
C40 3.22611 6.64651 -3.62323
C41 5.13072 6.95114 -5.09025
H83 1.80859 10.65919 -6.03767
H84 1.42778 9.59677 -7.36334
H85 3.07899 10.18917 -7.25522
H86 3.20964 7.95115 -6.58569
H87 1.76869 8.09428 -5.50442
H88 3.10118 9.46644 -3.87291
H89 4.43670 9.45829 -5.05526
H90 4.54868 8.91409 -2.31875
H91 5.86505 8.72614 -3.32050
H92 5.99587 7.45764 -1.00126
H93 6.23332 6.40317 -2.37319
H94 3.66364 7.00020 -0.91894
H95 4.55836 5.57003 -0.63093
H96 2.81343 4.91428 -2.46372
H97 4.42872 4.95637 -3.13895
H98 2.43204 7.22382 -3.20511
H99 2.81847 6.10583 -4.50274
H100 5.88121 7.72275 -5.45063
H101 4.54892 6.60764 -5.92144
H102 5.67501 6.12059 -4.62630
C42 -0.48854 0.88892 -5.00208
C43 -0.23941 -0.58839 -5.36624
C44 -1.19912 -0.93787 -6.57928
N8 -1.09764 -2.39208 -7.05185
C45 -1.98751 -2.60983 -8.33665
C46 -1.47039 -1.78483 -9.47653
C47 0.01908 -2.03679 -9.86667
C48 0.92295 -1.90821 -8.53331
C49 0.32498 -2.76853 -7.48457
C50 -1.62654 -3.30897 -6.06142
H103 0.18384 1.17054 -4.21278
H104 -1.47739 1.13581 -4.52719
H105 -0.35209 1.63489 -5.80912
H106 -0.20774 -1.34043 -4.55671
H107 0.72701 -0.64632 -5.81815
H108 -0.92526 -0.36551 -7.45724
H109 -2.27766 -0.70964 -6.37840
H110 -3.03840 -2.33204 -8.10064
H111 -1.90408 -3.64120 -8.47254
H112 -1.71778 -0.73623 -9.32847
H113 -1.94422 -2.01637 -10.45325
H114 0.35543 -1.28332 -10.54940
H115 0.14616 -3.00101 -10.28308
H116 0.92843 -0.89518 -8.21348
H117 1.95173 -2.26884 -8.79830
H118 0.89071 -2.81147 -6.54143
H119 0.24319 -3.80075 -7.81501
H120 -1.80996 -4.28909 -6.47338
H121 -2.58066 -2.86993 -5.66442
H122 -0.94336 -3.33918 -5.20521

Charge ... +6
Frontier orbital gap ... 6.394 eV
E ... -4312.468883 hartree
LUMO energy ... -8.5 eV

=====

# 4
This record from OMol25 describes 7 unconnected molecules or ions with the total composition H14O7. The level of theory is ωB97M-V/def2-TZVPD.

Cartesian coordinates (Å):
O1 2.11564 1.05492 -2.27703
H1 2.68404 0.77927 -1.54830
H2 1.98538 1.99945 -2.14208
O2 -0.03423 -0.40897 -3.35007
H3 0.25270 -1.32671 -3.38428
H4 0.70755 0.07647 -2.94657
O3 -2.58509 0.18019 -2.20345
H5 -3.12238 -0.14165 -2.93197
H6 -1.66874 0.00764 -2.48456
O4 -1.69509 -1.18692 1.75750
H7 -2.44927 -0.62461 1.54047
H8 -2.07872 -2.02533 2.03701
O5 -0.67402 0.03429 4.12330
H9 -0.87423 -0.34003 3.24810
H10 -0.51979 0.97211 3.97843
O6 0.49738 0.10308 0.21413
H11 0.11709 -0.01266 -0.66328
H12 -0.13128 -0.33371 0.80482
O7 2.78658 0.62759 2.20153
H13 2.65712 -0.31030 2.36925
H14 2.02940 0.87587 1.65707

Charge ... 0
Energy above the lowest of the compared OMol25 structures with the same formula, charge and spin ... 27.31 kcal/mol
Frontier orbital gap ... 11.267 eV
Structure (SMILES) ... O.O.O.O.O.O.O
E ... -535.080322 hartree
LUMO energy ... 0.3 eV